62
Properties=species:S:1:pos:R:3:forces:R:3 method="wB97M-V/def2-TZVPD" e_above_lowest_ev=0.787 multiplicity=1 total_charge=-2
Ca -0.37915 0.70469 0.77424 0.49 -0.30 0.96
C -4.25495 2.66266 -0.10500 -0.03 0.13 -0.09
C -3.12627 1.72694 -0.46360 -0.03 -0.42 -0.16
O -2.01331 1.99905 -0.03795 -0.46 0.34 -0.32
C -3.38310 0.52269 -1.27844 -0.19 0.28 0.12
C -4.45616 0.53800 -2.17711 -0.02 -0.01 -0.05
C -4.72335 -0.51766 -3.02207 0.10 -0.05 0.08
C -3.89494 -1.64829 -2.94205 -0.03 -0.03 -0.06
C -2.85199 -1.71420 -2.05249 -0.10 0.06 -0.04
C -2.55051 -0.63664 -1.16919 0.22 0.01 0.30
O -1.60489 -0.74553 -0.31000 -0.59 -0.37 -0.56
H -4.00932 3.08061 0.87032 -0.03 0.02 0.00
H -5.22457 2.16994 -0.07837 0.02 -0.02 0.01
H -4.29554 3.48133 -0.82847 0.01 0.00 0.01
H -5.07640 1.42638 -2.22661 0.00 -0.01 -0.01
H -5.54405 -0.47491 -3.72549 0.00 -0.01 -0.01
H -4.08308 -2.49492 -3.59505 -0.01 0.01 -0.01
H -2.22055 -2.59201 -1.98451 -0.01 -0.02 0.00
O 1.10783 1.84371 -0.36225 0.58 0.53 -0.22
N 1.61359 3.01177 0.02215 -0.17 -0.38 0.14
C 2.03381 3.08856 1.31333 -0.10 0.09 -0.21
C 2.53675 4.24316 1.83355 0.02 0.04 -0.02
C 2.60950 5.35803 0.98879 0.06 0.05 0.17
C 2.19342 5.25428 -0.30668 -0.07 0.04 -0.34
C 1.67734 4.05397 -0.86645 0.14 0.03 -0.06
S 1.20620 3.88931 -2.49531 0.08 0.05 0.30
H 1.90673 2.17932 1.88749 0.00 -0.01 -0.02
H 2.83114 4.26541 2.87203 0.01 0.04 0.00
H 2.98954 6.30317 1.35919 0.00 0.00 0.00
H 2.24019 6.09652 -0.98319 0.01 0.01 0.03
C 0.74472 -0.19870 -2.87557 -0.02 0.10 -0.04
P 1.46943 -0.85549 -1.32995 0.21 0.14 0.18
C 3.20533 -0.26995 -1.52172 0.00 -0.08 -0.05
C 1.64119 -2.61456 -1.87172 -0.14 -0.01 -0.18
C 2.48800 -3.53033 -0.99364 0.11 -0.06 -0.05
P 2.34982 -3.17409 0.80856 -0.13 0.23 0.22
C 3.15462 -4.71146 1.43304 -0.05 -0.11 0.04
C 0.59035 -3.63719 1.08017 0.04 -0.05 -0.05
H 1.36275 -0.44615 -3.74459 0.00 0.00 0.00
H 0.66920 0.88827 -2.78499 -0.01 -0.01 0.01
H -0.25431 -0.61573 -3.01750 -0.02 0.02 0.02
H 3.71342 -0.76841 -2.35439 -0.01 0.03 -0.01
H 3.76140 -0.44950 -0.60095 0.00 -0.04 0.01
H 3.18217 0.80482 -1.70503 -0.06 -0.01 0.02
H 2.04015 -2.60391 -2.89186 -0.07 -0.10 -0.07
H 0.61928 -3.00375 -1.92206 -0.01 0.04 -0.03
H 3.54370 -3.40894 -1.25720 0.02 -0.03 0.04
H 2.21957 -4.57676 -1.18213 0.07 -0.04 -0.03
H 2.72301 -5.61541 0.99021 0.00 0.01 0.01
H 3.02954 -4.75711 2.51614 0.00 0.00 0.00
H 4.22522 -4.69314 1.22213 0.01 0.03 -0.03
H 0.35079 -4.58126 0.57586 -0.01 0.01 0.05
H -0.07529 -2.85206 0.71610 0.06 0.03 -0.04
H 0.40772 -3.73122 2.15104 0.02 0.02 0.01
S -1.27052 2.28760 3.05253 -0.11 -0.21 0.12
C -1.24597 1.01328 4.24531 -0.54 0.36 0.43
C -2.20391 1.12869 5.34471 0.48 0.00 -0.58
N -2.96617 1.24255 6.20210 -0.04 0.03 0.02
C -0.41954 -0.06470 4.24498 0.24 -0.66 0.43
S 0.82871 -0.41965 3.06785 -0.02 -0.15 0.07
C -0.53935 -1.03610 5.32641 0.09 0.48 -0.53
N -0.59897 -1.82496 6.16536 -0.01 -0.05 0.05



59
Properties=species:S:1:pos:R:3:forces:R:3 method="wB97M-V/def2-TZVPD" e_above_lowest_ev=1.205 multiplicity=4
Cr -0.07301 -0.33692 -0.72797 0.22 0.62 0.42
O 1.63622 -1.25059 -0.33362 -0.16 0.00 0.01
C 2.59980 -1.23107 -1.20568 0.06 -0.04 0.04
C 3.93977 -1.11564 -0.76233 -0.03 0.01 -0.02
C 4.98239 -1.07269 -1.65295 0.04 -0.01 -0.05
C 4.77193 -1.18644 -3.03747 0.01 0.01 0.06
C 3.48992 -1.35875 -3.49263 -0.03 -0.01 0.01
C 2.39765 -1.36209 -2.60873 -0.01 0.02 -0.01
C 1.08953 -1.73730 -3.06739 -0.01 -0.07 0.06
N 0.01658 -1.49622 -2.40752 -0.08 -0.10 -0.33
C -1.16154 -2.33928 -2.60637 0.07 0.03 -0.01
C -1.49679 -2.82978 -1.19206 -0.03 0.04 0.06
N -1.61891 -1.59667 -0.42577 0.00 -0.30 -0.18
C -2.75736 -1.25378 0.05047 0.06 -0.01 0.07
C -3.12385 0.10245 0.33214 -0.08 -0.06 0.03
C -4.23935 0.38064 1.14189 0.03 0.00 -0.03
C -4.70693 1.66074 1.28555 0.03 0.04 -0.05
C -4.08158 2.68839 0.55838 -0.05 0.00 0.05
C -3.02280 2.43694 -0.27612 0.03 -0.03 0.00
C -2.48922 1.13450 -0.40610 0.02 0.08 0.01
O -1.49042 0.91940 -1.21458 0.00 -0.17 0.00
H 4.10749 -1.04270 0.30457 0.00 -0.01 0.00
H 5.99197 -0.95910 -1.27619 0.00 0.00 -0.01
H 5.60581 -1.16132 -3.72471 0.01 0.00 0.00
H 3.30093 -1.49133 -4.55245 -0.01 0.00 0.00
H 1.02501 -2.36387 -3.96094 0.02 -0.01 0.01
H -0.94490 -3.16702 -3.28508 -0.02 0.00 -0.02
H -1.99108 -1.74569 -2.99521 -0.01 0.01 0.03
H -0.66556 -3.42529 -0.81007 0.00 -0.01 0.01
H -2.41834 -3.41598 -1.16245 0.00 0.00 -0.03
H -3.52548 -2.02322 0.15918 -0.02 0.02 -0.01
H -4.71719 -0.43956 1.66682 0.00 -0.01 0.00
H -5.54694 1.87604 1.93073 0.00 0.01 0.00
H -4.44639 3.70392 0.65518 0.00 0.00 0.00
H -2.54912 3.23060 -0.83881 0.00 0.00 0.00
C 0.63477 -0.65726 4.09179 0.02 0.00 0.00
C -0.56157 -0.37667 3.18976 0.03 -0.10 0.02
C -1.78239 0.04021 4.00184 0.01 0.04 0.02
O -0.87751 -1.54472 2.42575 0.01 0.01 0.01
C -0.16816 0.77213 2.24308 -0.24 0.19 -0.15
O -0.00378 1.88206 2.73562 0.16 -0.07 0.03
O -0.02789 0.52260 0.99501 0.03 -0.04 -0.05
H 0.36729 -1.39920 4.85000 0.01 -0.01 0.00
H 0.94754 0.25625 4.59336 -0.01 0.00 0.02
H 1.47035 -1.03757 3.50033 0.00 0.01 -0.01
H -2.03811 -0.74758 4.71417 0.01 -0.01 0.00
H -2.63409 0.20514 3.34132 0.02 0.00 0.01
H -1.57837 0.96366 4.54097 0.00 0.00 0.00
H -0.57544 -2.30985 2.92370 0.00 0.00 0.00
C 2.35367 2.12850 0.28043 -0.05 0.02 0.07
C 1.66461 2.18403 -1.03670 0.08 -0.20 0.03
C 1.61610 3.47422 -1.79895 0.01 -0.01 0.00
O 1.10725 1.20871 -1.52733 -0.11 0.09 -0.13
H 3.22494 2.78311 0.28623 -0.01 -0.01 0.01
H 2.61824 1.10309 0.52639 -0.02 -0.01 0.00
H 1.64706 2.46922 1.04854 -0.01 0.04 -0.01
H 1.82900 3.28317 -2.84997 -0.01 0.00 0.00
H 2.29059 4.22759 -1.40105 0.00 0.00 0.01
H 0.58763 3.83784 -1.73599 0.00 0.02 0.00



Quick rundown of energy, same order as above: -104428.9748 -67978.9847 eV